(1)
Molecular formula: CH4N2S2
Method: DFT, ωB97M-V/def2-TZVPD

The geometry in XYZ format:
```
9
Properties=species:S:1:pos:R:3:forces:R:3:nbo_charge:R:1
S -2.33984 -0.68233 0.42612 0.629 -0.586 0.145 -0.172
S 1.34062 1.16257 -0.35570 0.546 1.746 5.424 0.057
N -0.13380 0.70233 0.72964 -1.053 4.298 -2.832 -0.705
N 0.01919 -1.12733 -0.80904 2.471 -0.894 1.127 -0.843
C -0.71320 -0.43412 0.18263 0.057 0.687 -2.067 0.201
H -1.12821 1.76961 0.47156 3.514 -4.063 1.222 0.439
H 2.15680 1.78644 1.14535 -1.643 -1.359 -3.642 0.173
H 1.23876 -1.13960 -0.97793 -5.075 0.229 1.372 0.440
H -0.44031 -2.03758 -0.81263 0.555 -0.059 -0.751 0.409
```
Positions in Å, forces in eV/Å.

=====

(2)
Molecular formula: CH4N2S2
Method: DFT, ωB97M-V/def2-TZVPD

The geometry in XYZ format:
```
9
Properties=species:S:1:pos:R:3:forces:R:3:nbo_charge:R:1
S -1.48033 -0.51833 -0.45363 -0.269 -0.467 0.250 -0.192
S 0.46923 1.80084 0.54637 0.835 -0.267 0.122 0.159
N 0.74468 -2.02823 -0.18993 -0.131 0.562 0.297 -0.796
N 1.00766 0.22978 0.05448 -0.442 0.356 0.542 -0.752
C 0.10548 -0.80438 -0.12300 1.826 0.271 -0.400 0.247
H -0.59973 1.64679 -0.20717 -0.820 0.301 -0.463 0.145
H 1.69194 -2.04668 0.17594 -0.381 -0.185 -0.032 0.376
H 2.00963 0.12005 0.19558 -0.539 -0.466 -0.127 0.404
H 0.17659 -2.82478 0.03788 -0.078 -0.105 -0.189 0.409
```
Positions in Å, forces in eV/Å.

Values from the calculation:
- SMILES = NC(=S)NS

=====

(3)
Molecular formula: CH4N2S3
Method: DFT, ωB97M-V/def2-TZVPD

The geometry in XYZ format:
```
10
Properties=species:S:1:pos:R:3:forces:R:3:nbo_charge:R:1
S -2.24911 1.62605 0.38099 -0.008 2.150 0.206 -0.063
S -1.79022 -2.65020 -0.27285 -0.698 1.084 0.586 0.279
S 1.09654 -0.59026 0.61620 0.700 0.998 0.303 -0.408
N -1.85947 -1.06899 0.29535 -0.541 0.026 -0.024 -0.607
N 1.71555 1.09221 -0.04356 1.447 -0.898 -1.179 -0.862
C -1.95421 0.11127 0.34818 -0.256 -3.160 -0.498 0.249
H 1.30728 2.00700 0.19994 -0.365 -0.877 0.133 0.415
H 2.77196 1.17880 0.12171 -2.057 -0.338 -0.576 0.421
H -0.52550 -2.53314 -0.60415 0.990 -0.105 -0.304 0.131
H 1.48718 0.82726 -1.04179 0.788 1.121 1.354 0.446
```
Positions in Å, forces in eV/Å.

Values from the calculation:
- SMILES = [NH3+][S-].S=C=NS

=====

The evaluated lowest unoccupied orbital energy for the records listed, in turn: -0.85 0.40 -0.08 eV.
The evaluated energy relative to the best compared isomer or geometry (same formula, charge and spin) for the records listed, in turn: 119.1 8.4 44.3 kcal/mol.